[1]
A 5-piece molecular cluster, C20H53N3O8 overall in a non-equilibrium geometry. Source: the Open Molecules 2025 dataset; level of theory: ωB97M-V with the def2-TZVPD basis set.

Its structure (SMILES) is COCCNCCOC.COCCNCCOC.COCCNCCOC.CCO.O. As for the orbital gap: 8.68 eV. The value obtained for the total energy is -42444.712 eV. The calculation puts the maximum force at 0.03347 hartree/bohr.

```
! wB97M-V def2-TZVPD RIJCOSX def2/J DEFGRID3
* xyz 0 1
C 15.809 -28.398 31.324
O 16.410 -27.865 30.146
C 17.511 -28.633 29.757
C 18.086 -27.975 28.490
N 19.426 -28.399 28.171
C 20.011 -27.614 27.075
C 21.325 -28.205 26.604
O 21.084 -29.010 25.443
C 22.283 -29.381 24.814
H 16.514 -28.353 32.158
H 15.446 -29.405 31.111
H 14.969 -27.754 31.582
H 17.276 -29.688 29.549
H 18.308 -28.716 30.515
H 18.025 -26.891 28.560
H 17.365 -28.307 27.722
H 19.480 -29.363 27.858
H 20.202 -26.609 27.457
H 19.306 -27.519 26.239
H 21.768 -28.819 27.392
H 21.971 -27.393 26.253
H 22.628 -28.620 24.111
H 22.119 -30.296 24.232
H 23.026 -29.726 25.543
C 19.333 -21.313 31.804
O 19.722 -22.433 31.054
C 21.108 -22.457 30.813
C 21.415 -23.441 29.716
N 20.903 -22.937 28.461
C 21.050 -23.811 27.313
C 21.089 -23.070 25.982
O 21.017 -23.990 24.901
C 19.690 -24.359 24.602
H 19.602 -20.385 31.280
H 19.849 -21.254 32.771
H 18.260 -21.325 31.975
H 21.660 -22.685 31.740
H 21.502 -21.461 30.564
H 21.069 -24.457 29.962
H 22.506 -23.528 29.658
H 19.950 -22.615 28.551
H 20.223 -24.533 27.346
H 21.972 -24.400 27.327
H 21.946 -22.401 25.928
H 20.209 -22.413 25.898
H 19.732 -25.079 23.780
H 19.166 -23.531 24.102
H 19.165 -24.772 25.461
C 28.506 -19.474 18.219
O 27.752 -20.227 19.130
C 27.757 -21.616 18.881
C 26.726 -22.230 19.806
N 27.111 -22.122 21.208
C 26.356 -23.007 22.092
C 24.872 -22.690 22.194
O 24.664 -21.328 22.448
C 23.310 -21.020 22.707
H 28.117 -18.459 18.170
H 28.375 -19.837 17.184
H 29.574 -19.565 18.434
H 28.727 -22.026 19.190
H 27.506 -21.834 17.839
H 26.528 -23.284 19.592
H 25.765 -21.717 19.637
H 26.950 -21.172 21.523
H 26.791 -22.894 23.090
H 26.542 -24.030 21.763
H 24.396 -23.319 22.957
H 24.389 -23.024 21.259
H 22.607 -21.482 22.011
H 23.241 -19.936 22.588
H 23.056 -21.247 23.747
O 25.423 -26.908 28.891
H 26.070 -27.477 29.320
H 24.715 -26.800 29.532
C 24.291 -25.429 25.161
C 25.075 -26.728 25.418
O 26.200 -26.522 26.243
H 24.615 -24.739 25.947
H 23.210 -25.482 25.299
H 24.585 -24.989 24.215
H 25.530 -27.048 24.471
H 24.520 -27.636 25.683
H 25.959 -26.502 27.182
*
```

Löwdin atomic charge list, values in e, 5 entries: -0.10 -0.19 -0.26 -0.22 -0.07


[2]
C20H54AlF6N10O7P3S2 as an isolated structure in a non-equilibrium geometry. Source: the Open Molecules 2025 dataset; level of theory: ωB97M-V with the def2-TZVPD basis set.

As for the orbital gap: 1.89 eV. The value obtained for the total energy is -123270.769 eV. The calculation puts the maximum force at 0.09660 hartree/bohr.

```
! wB97M-V def2-TZVPD RIJCOSX def2/J DEFGRID3
* xyz 2 1
Al 0.093 -0.486 1.745
C -1.605 0.920 6.181
F -2.515 0.836 7.111
F -1.220 2.154 5.925
F -0.563 0.184 6.542
S -2.339 0.198 4.526
O -3.712 -0.091 4.826
O -2.112 1.176 3.468
N -1.312 -1.127 4.100
S -1.998 -2.344 4.798
O -2.270 -2.197 6.220
O -3.119 -2.903 4.054
C -0.639 -3.696 4.623
F -1.146 -4.841 4.245
F 0.305 -3.306 3.739
F -0.026 -3.803 5.783
O -0.790 -0.311 -0.979
P -1.136 -0.180 -2.420
N -2.638 -0.761 -2.808
C -2.811 -2.151 -3.247
C -3.796 -0.154 -2.137
N -0.111 -0.780 -3.616
C 1.315 -0.727 -3.339
C -0.446 -0.894 -5.022
N -1.179 1.466 -2.875
C -1.760 2.002 -4.108
C -0.409 2.389 -2.084
H -3.584 -2.314 -3.999
H -2.920 -2.768 -2.355
H -1.935 -2.496 -3.798
H -3.766 0.932 -2.160
H -3.883 -0.502 -1.104
H -4.646 -0.566 -2.680
H 1.807 0.164 -3.742
H 1.473 -0.902 -2.275
H 1.757 -1.572 -3.880
H -0.120 -1.874 -5.374
H -1.490 -0.693 -5.253
H 0.053 -0.103 -5.597
H -2.284 2.930 -3.892
H -0.980 2.191 -4.853
H -2.403 1.227 -4.519
H -0.587 3.420 -2.385
H 0.662 2.172 -2.227
H -0.593 2.271 -1.014
O 1.771 -2.375 0.505
P 2.559 -3.337 -0.309
N 4.174 -2.986 -0.405
C 4.615 -1.905 -1.283
C 5.089 -3.323 0.697
N 2.082 -3.655 -1.890
C 3.023 -4.184 -2.879
C 0.674 -3.852 -2.207
N 2.540 -4.911 0.367
C 3.350 -6.017 -0.089
C 1.491 -5.245 1.317
H 5.677 -2.035 -1.498
H 4.613 -0.951 -0.741
H 4.039 -1.821 -2.201
H 5.607 -4.272 0.576
H 4.503 -3.220 1.612
H 5.868 -2.563 0.770
H 3.031 -3.517 -3.745
H 4.035 -4.317 -2.514
H 2.687 -5.170 -3.208
H 0.279 -2.856 -2.453
H 0.554 -4.507 -3.065
H 0.130 -4.208 -1.330
H 4.147 -5.650 -0.726
H 3.698 -6.604 0.765
H 2.709 -6.730 -0.626
H 1.974 -5.638 2.217
H 0.788 -5.982 0.917
H 0.914 -4.374 1.619
O -0.283 2.408 1.397
P -0.679 3.826 1.310
N 0.095 4.645 0.037
C 1.431 4.274 -0.437
C -0.320 5.974 -0.440
N -0.414 4.745 2.684
C 0.939 5.236 2.942
C -1.224 4.385 3.851
N -2.311 4.107 0.921
C -2.985 5.370 1.102
C -3.142 3.113 0.281
H 2.217 4.878 0.018
H 1.434 4.353 -1.526
H 1.536 3.210 -0.210
H -0.318 6.719 0.355
H -1.312 5.918 -0.886
H 0.330 6.299 -1.249
H 1.692 4.456 3.093
H 1.254 5.920 2.155
H 0.860 5.766 3.891
H -2.291 4.370 3.628
H -1.061 3.334 4.116
H -0.956 4.989 4.712
H -3.595 5.359 2.017
H -2.335 6.203 1.370
H -3.599 5.640 0.245
H -4.084 2.976 0.822
H -2.649 2.153 0.160
H -3.472 3.488 -0.698
*
```

Löwdin atomic charge list, values in e, 5 entries: 1.13 -0.66 0.20 0.15 0.15


[3]
C20H55AlN6O8 as an isolated structure in a non-equilibrium geometry. Source: the Open Molecules 2025 dataset; level of theory: ωB97M-V with the def2-TZVPD basis set.

As for the orbital gap: 2.23 eV. The value obtained for the total energy is -53522.772 eV. The calculation puts the maximum force at 0.03927 hartree/bohr.

```
! wB97M-V def2-TZVPD RIJCOSX def2/J DEFGRID3
* xyz 2 1
Al 0.572 -1.737 3.928
N 0.164 -1.147 0.084
O 0.529 -0.404 -0.829
O -0.175 -2.319 -0.105
O 0.162 -0.717 1.252
C 2.552 2.295 -1.695
C 1.483 3.385 -1.661
C 0.203 2.944 -0.973
O -0.765 3.944 -1.217
C -2.051 3.585 -0.853
N 2.069 4.612 -1.042
H 2.220 1.298 -1.980
H 2.967 2.217 -0.683
H 3.395 2.595 -2.314
H 1.210 3.642 -2.688
H 0.366 2.820 0.108
H -0.189 2.001 -1.387
H -2.202 3.397 0.221
H -2.348 2.607 -1.283
H -2.804 4.295 -1.183
H 2.243 4.362 -0.068
H 1.219 5.180 -1.024
C 4.196 0.592 6.758
C 3.077 0.270 5.764
C 3.142 1.101 4.515
O 2.086 0.803 3.623
C 1.813 1.874 2.762
N 3.023 -1.208 5.512
H 4.059 0.051 7.689
H 4.221 1.676 6.879
H 5.148 0.302 6.304
H 2.108 0.566 6.192
H 4.115 0.926 4.021
H 3.160 2.169 4.748
H 1.868 2.869 3.214
H 0.863 1.772 2.237
H 2.545 1.908 1.939
H 3.916 -1.400 5.060
H 3.063 -1.547 6.469
C 1.366 -1.266 -3.879
C 1.193 -2.663 -3.188
C 0.809 -3.693 -4.220
O 0.677 -4.943 -3.601
C 0.002 -5.918 -4.374
N 2.352 -3.044 -2.466
H 1.668 -0.557 -3.108
H 0.427 -0.943 -4.329
H 2.188 -1.377 -4.588
H 0.340 -2.463 -2.524
H 1.567 -3.722 -5.019
H -0.157 -3.476 -4.692
H -0.534 -6.637 -3.760
H 0.774 -6.433 -4.959
H -0.729 -5.474 -5.057
H 2.659 -2.259 -1.891
H 3.169 -3.275 -3.032
C -2.248 1.478 2.607
C -2.338 0.739 3.937
C -2.963 -0.634 3.908
O -2.216 -1.435 2.975
C -3.034 -2.433 2.337
N -1.014 0.749 4.599
H -3.214 1.862 2.283
H -1.960 0.762 1.826
H -1.452 2.219 2.590
H -3.045 1.330 4.541
H -3.991 -0.556 3.553
H -2.967 -1.117 4.890
H -4.056 -2.481 2.702
H -2.529 -3.376 2.560
H -2.987 -2.306 1.255
H -0.759 1.732 4.688
H -1.198 0.552 5.587
C -4.086 -0.662 -3.573
C -2.690 -0.886 -3.012
C -1.759 0.274 -3.361
O -1.560 0.353 -4.731
C -0.785 1.476 -5.165
N -2.691 -1.087 -1.599
H -4.606 -1.610 -3.725
H -3.979 -0.341 -4.612
H -4.651 0.065 -2.998
H -2.236 -1.780 -3.505
H -0.819 0.261 -2.795
H -2.297 1.176 -3.007
H 0.130 1.670 -4.595
H -1.385 2.379 -5.011
H -0.605 1.241 -6.207
H -3.263 -1.870 -1.299
H -1.743 -1.179 -1.249
*
```

Löwdin atomic charge list, values in e, 5 entries: 1.06 -0.57 0.05 0.09 -0.03


Which formula does entry 1 have?
C20H53N3O8